## w
Computed, not measured: a 2-piece molecular cluster, C5H11NO2 overall, with ωB97M-V/def2-TZVPD.

Positions of all 19 atoms, in Å:
C -1.153 -0.731 -0.769
N -2.163 0.310 -0.773
C -3.099 0.230 0.304
O 1.776 -1.526 1.430
O -4.079 0.887 0.449
C 0.035 -0.409 -0.005
C 1.119 0.467 -0.739
C 2.122 0.968 0.258
H 2.307 -2.100 2.001
H -1.146 -1.086 -1.817
H -2.715 0.037 -1.589
H -2.647 -0.329 1.168
H -0.361 0.270 0.766
H 0.562 -1.223 0.548
H 0.647 1.195 -1.398
H 1.608 -0.270 -1.391
H 1.765 1.794 0.873
H 2.401 0.183 0.945
H 3.020 1.334 -0.263

Results
Gap between HOMO and LUMO, Ha: 0.176
LUMO level, hartree: -0.10703
HOMO energy, eV: -7.713

## x
Computed, not measured: one molecule with the formula C5H11NO2, with ωB97M-V/def2-TZVPD.

Positions of all 19 atoms, in Å:
C 3.067 -0.121 0.393
C 1.925 0.230 -0.205
C 0.613 0.738 0.623
C -0.503 -0.248 0.669
O -0.370 -1.580 0.216
C -1.766 0.463 -0.201
N -1.562 0.351 -1.622
O -2.952 -0.236 0.130
H 3.159 -0.155 1.477
H 3.935 -0.452 -0.174
H 1.831 0.171 -1.289
H 0.400 1.741 0.245
H 0.969 0.906 1.644
H -0.867 -0.332 1.699
H 0.572 -1.771 0.068
H -1.923 1.510 0.069
H -2.442 0.587 -2.079
H -1.397 -0.629 -1.844
H -2.689 -1.173 0.182

Results
Gap between HOMO and LUMO, Ha: 0.378
LUMO level, hartree: 0.03114
HOMO energy, eV: -9.434

Q: Which of them is the most stable? A: x.

## w
Computed, not measured: a 2-piece molecular cluster, C5H11NO2 overall, with ωB97M-V/def2-TZVPD.

Positions of all 19 atoms, in Å:
C 0.297 -1.525 1.140
C -0.657 -0.452 1.579
C -0.320 0.829 1.705
C -1.279 1.935 2.066
H 0.333 -2.342 1.861
H 0.004 -1.931 0.171
H 1.304 -1.121 1.039
H -1.714 -0.698 1.641
H 0.710 1.126 1.523
H -2.223 1.509 2.403
H -1.514 2.547 1.190
H -0.871 2.608 2.816
N 1.453 0.065 -2.284
C 0.824 -0.942 -2.965
O 1.241 -2.063 -3.043
O -0.325 -0.582 -3.583
H 2.328 -0.149 -1.845
H 0.895 0.819 -1.914
H -0.485 0.367 -3.500

Results
Gap between HOMO and LUMO, Ha: 0.358
LUMO level, hartree: 0.01288
HOMO energy, eV: -9.392

## x
Computed, not measured: one molecule with the formula C5H11NO2, with ωB97M-V/def2-TZVPD.

Positions of all 19 atoms, in Å:
C -0.156 -0.825 1.307
C 0.361 0.267 0.494
C 1.907 0.352 0.678
C -0.076 0.347 -0.986
N 0.071 -0.824 -1.948
C -1.747 0.401 -0.804
O -2.579 -0.314 -1.272
O -2.166 1.453 0.040
H -0.263 -1.803 0.670
H 0.389 -1.209 2.204
H -1.083 -0.694 1.743
H -0.094 1.129 0.897
H 2.285 0.093 1.823
H 2.334 -0.504 0.085
H 2.416 1.291 0.379
H 0.215 1.363 -1.343
H 1.036 -0.898 -2.168
H -0.024 -1.700 -1.390
H -2.826 2.075 -0.408

Results
Gap between HOMO and LUMO, Ha: 0.391
LUMO level, hartree: 0.02538
HOMO energy, eV: -9.952

## y
Computed, not measured: C5H11NO2 as an isolated structure, with ωB97M-V/def2-TZVPD.

Positions of all 19 atoms, in Å:
C 1.291 0.653 -0.115
C 2.452 -0.195 -0.646
O 3.455 -0.311 0.350
C 0.398 -0.040 0.999
N -0.551 -0.978 0.513
C -1.397 -0.254 -0.508
C -2.898 0.114 -0.089
O -3.543 1.106 -0.545
H 1.766 1.580 0.339
H 0.573 0.919 -0.948
H 2.963 0.197 -1.613
H 2.046 -1.269 -0.874
H 4.167 -0.784 -0.020
H -0.099 0.809 1.536
H 0.954 -0.535 1.809
H -0.485 -2.016 0.662
H -1.233 -0.234 -1.572
H -1.769 0.685 0.168
H -3.393 -0.542 0.629

Results
Gap between HOMO and LUMO, Ha: 0.355
LUMO level, hartree: 0.02503
HOMO energy, eV: -8.965

Q: Which of them is the most stable? A: w.

## w
Computed, not measured: one molecule with the formula C5H11NO2, with ωB97M-V/def2-TZVPD.

Positions of all 19 atoms, in Å:
C -1.093 1.435 1.561
C -0.608 0.379 0.487
C 0.469 0.935 -0.543
C 0.852 -0.059 -1.663
O -0.418 -0.713 -1.993
N 0.053 -0.720 1.215
C 0.225 -1.957 0.666
O 1.087 -2.705 1.090
H -0.128 1.955 1.668
H -1.181 0.837 2.455
H -1.768 2.124 1.076
H -1.499 0.056 -0.113
H 1.300 1.294 0.065
H 0.115 1.844 -1.061
H 1.165 0.388 -2.621
H 1.490 -0.961 -1.549
H -0.215 -1.409 -2.633
H 0.707 -0.498 1.950
H -0.552 -2.226 -0.060

Results
Gap between HOMO and LUMO, Ha: 0.377
LUMO level, hartree: 0.02938
HOMO energy, eV: -9.462

## x
Computed, not measured: C5H11NO2 as an isolated structure, with ωB97M-V/def2-TZVPD.

Positions of all 19 atoms, in Å:
O -1.140 -0.645 -2.028
C 0.086 -0.521 -2.051
C 0.766 0.551 -1.400
C 0.223 1.040 -0.153
C 0.164 0.179 1.186
C -0.262 -2.260 0.884
N -0.635 -1.226 1.823
H 0.606 -1.257 -2.648
H 0.086 -1.842 -0.080
H 1.844 0.504 -1.640
H -0.843 1.195 -0.476
H 0.683 2.006 0.042
H 1.104 -0.344 1.026
H 0.230 0.920 1.983
H 0.721 -2.676 1.202
H -1.010 -2.999 0.558
H -1.015 -0.227 1.304
H -1.026 4.229 0.210
O -0.581 3.373 0.258

Results
Gap between HOMO and LUMO, Ha: 0.160
LUMO level, hartree: -0.14372
HOMO energy, eV: -8.256

## y
Computed, not measured: one molecule with the formula C5H11NO2, with ωB97M-V/def2-TZVPD.

Positions of all 19 atoms, in Å:
C -1.009 -1.935 -0.545
C -1.117 -1.182 0.795
N -0.076 -0.178 1.012
C -0.100 1.114 0.190
C -0.196 0.839 -1.355
O -0.764 1.598 -2.108
C 1.178 1.794 0.386
O 2.236 0.824 0.043
H -0.906 -2.998 -0.392
H -1.881 -1.842 -1.104
H -0.103 -1.649 -1.060
H -0.878 -1.987 1.543
H -2.114 -0.725 0.967
H 0.858 -0.719 0.991
H -0.903 1.763 0.468
H 0.357 -0.106 -1.576
H 1.424 2.255 1.355
H 1.217 2.606 -0.345
H 2.775 0.529 0.735

Results
Gap between HOMO and LUMO, Ha: 0.346
LUMO level, hartree: 0.02677
HOMO energy, eV: -8.694

Q: Which of them is the most stable? A: w.

## w
Computed, not measured: one molecule with the formula C5H11NO2, with ωB97M-V/def2-TZVPD.

Positions of all 19 atoms, in Å:
C 1.802 -0.009 -1.059
C 1.022 0.961 -0.188
C -0.523 0.610 0.055
N -1.285 0.770 -1.198
C -0.738 -0.770 0.607
O -1.737 -1.555 -0.043
C -0.460 -1.084 2.051
O 0.470 -1.513 1.067
H 2.652 0.507 -1.518
H 2.223 -0.820 -0.459
H 1.194 -0.446 -1.855
H 1.018 1.947 -0.670
H 1.527 1.072 0.777
H -0.900 1.345 0.776
H -2.280 0.784 -0.964
H -1.074 1.682 -1.603
H -1.688 -1.354 -0.994
H -0.150 -0.275 2.704
H -1.072 -1.850 2.516

Results
Gap between HOMO and LUMO, Ha: 0.389
LUMO level, hartree: 0.03111
HOMO energy, eV: -9.744

## x
Computed, not measured: C5H11NO2 as an isolated structure, with ωB97M-V/def2-TZVPD.

Positions of all 19 atoms, in Å:
C 1.678 -0.749 -0.571
C 1.828 -0.752 0.810
N 2.281 0.147 -1.396
C -0.495 0.757 -0.640
O -0.686 0.744 -1.825
H 1.136 -1.540 -1.072
H 2.711 0.952 -0.967
H 1.846 0.323 -2.288
H -0.053 1.639 -0.118
H 0.470 -0.465 1.434
H 2.536 -0.047 1.227
H 1.899 -1.723 1.283
C -2.695 0.464 0.489
C -1.314 -0.200 0.454
O -0.694 -0.189 1.647
H -1.366 -1.203 -0.006
H -2.613 1.484 0.862
H -3.320 -0.111 1.177
H -3.147 0.468 -0.500

Results
Gap between HOMO and LUMO, Ha: 0.331
LUMO level, hartree: 0.01795
HOMO energy, eV: -8.516

Q: Which of them is the most stable? A: w.